Molecular formula: C44H36F9KN5O3PS6Sb
Method: DFT, the ωB97M-V functional and the def2-TZVPD basis

Cartesian coordinates (Å):
Sb1 1.699 -0.027 -3.881
K1 -0.602 0.713 0.307
S1 3.357 -0.389 -2.310
S2 3.018 4.161 -1.324
S3 3.219 1.069 4.210
S4 -2.940 2.637 1.539
S5 -0.405 -0.016 -2.803
S6 1.996 1.826 -5.238
P1 0.907 -2.562 1.140
F1 -2.287 -7.397 4.556
F2 6.693 -1.449 4.459
F3 7.491 -1.826 2.478
F4 -0.430 -7.382 5.663
F5 6.743 0.145 2.986
F6 -0.619 -8.606 3.886
F7 2.549 -3.870 -5.251
F8 2.601 -5.889 -4.468
F9 0.718 -5.017 -5.105
O1 -4.290 2.286 1.914
O2 -0.336 2.837 4.085
O3 -2.610 2.368 0.152
N1 1.493 2.401 -0.249
N2 1.583 1.018 2.248
N3 -1.841 2.034 2.532
N4 0.914 -0.359 4.040
N5 0.762 3.117 -2.379
C1 -1.185 3.003 3.225
C2 3.364 -1.343 1.071
C3 -0.456 -6.254 3.582
C4 -2.664 6.717 1.758
C5 -3.215 -2.297 0.571
C6 5.138 -1.570 2.668
C7 -1.653 6.767 2.718
C8 0.309 -3.025 -1.496
C9 -3.497 -1.099 -0.073
C10 -3.056 -3.479 -0.144
C11 2.570 1.918 1.915
C12 -0.372 -3.887 3.215
C13 -2.711 -4.774 0.542
C14 1.269 -3.233 -0.516
C15 2.518 2.643 0.635
C16 3.132 -2.863 2.923
C17 0.761 -5.366 1.710
C18 -3.608 -1.030 -1.463
C19 0.424 -4.067 2.081
C20 4.631 -0.997 1.508
C21 -1.122 5.603 3.257
C22 0.324 -6.454 2.452
C23 -1.625 4.393 2.814
C24 -0.803 -4.964 3.968
C25 -3.920 0.227 -3.653
C26 -3.894 0.302 -2.132
C27 0.501 -3.514 -2.782
C28 1.628 3.110 -1.335
C29 2.447 -3.912 -0.839
C30 6.503 -1.175 3.146
C31 -2.622 4.356 1.867
C32 3.419 3.582 0.248
C33 3.558 2.051 2.840
C34 -3.185 -3.415 -1.527
C35 -5.195 0.909 -1.598
C36 -3.446 -2.216 -2.173
C37 -0.942 -7.407 4.408
C38 1.787 0.511 3.418
C39 1.879 -4.735 -4.470
C40 -3.165 5.499 1.315
C41 2.604 -2.280 1.775
C42 1.654 -4.218 -3.078
C43 4.396 -2.504 3.373
C44 2.638 -4.407 -2.112
H1 -4.048 1.230 -4.062
H2 -3.938 5.444 0.561
H3 1.210 3.164 -3.298
H4 -4.754 -0.387 -4.005
H5 -3.054 -4.319 -2.112
H6 -3.052 7.640 1.346
H7 -3.645 -0.199 0.513
H8 0.585 -7.458 2.146
H9 1.353 -5.531 0.819
H10 -3.083 0.980 -1.852
H11 -6.045 0.259 -1.826
H12 2.984 -0.891 0.157
H13 4.441 2.660 2.788
H14 4.793 -2.946 4.277
H15 3.556 -4.918 -2.368
H16 -5.158 1.071 -0.523
H17 4.297 3.914 0.772
H18 -3.501 -2.201 -3.253
H19 -5.372 1.878 -2.069
H20 -3.216 -5.618 0.069
H21 0.147 2.297 -2.376
H22 -1.426 -4.807 4.839
H23 -2.981 -0.164 -4.040
H24 0.169 -0.619 3.404
H25 -1.274 7.730 3.035
H26 -0.330 5.616 3.992
H27 -0.577 -2.441 -1.286
H28 1.362 -1.165 4.455
H29 -1.636 -4.967 0.491
H30 -0.681 -2.887 3.496
H31 2.564 -3.601 3.477
H32 5.202 -0.271 0.945
H33 -3.128 -2.311 1.653
H34 -2.992 -4.754 1.595
H35 -0.240 -3.307 -3.541
H36 3.227 -4.028 -0.097

Computed properties:
charge	-2
LUMO (spin up / spin down)	0.125 / 0.125	hartree
energy relative to the best compared isomer or geometry (same formula, charge and spin)	8.33	kcal per mole
spin multiplicity	2
HOMO (spin up / spin down)	-0.05111 / -0.08245	Ha

Molecular formula: C31H63F3N5O7
Method: DFT, the ωB97M-V functional and the def2-TZVPD basis

Cartesian coordinates (Å):
F1 -6.037 -1.778 -1.188
F2 -3.902 -1.976 -0.807
F3 -5.237 -3.605 -0.375
O1 -6.222 6.142 -2.269
O2 3.143 1.427 0.334
O3 8.733 0.681 -0.615
O4 -2.309 0.384 -0.670
O5 0.698 -8.087 3.178
O6 -7.094 1.919 -1.220
O7 -6.287 3.140 0.491
N1 -6.064 3.595 -3.623
N2 -0.047 -5.296 3.161
N3 9.509 -0.510 1.889
N4 -4.765 0.698 0.938
N5 3.947 0.741 -2.339
C1 3.292 2.440 -0.641
C2 4.154 1.386 1.322
C3 -6.227 2.242 -0.367
C4 -5.369 -1.749 1.069
C5 5.710 2.153 -1.433
C6 -0.649 -0.866 0.578
C7 -0.799 -6.270 2.367
C8 -0.088 -8.936 3.991
C9 -1.029 -0.174 -0.721
C10 9.961 -1.090 0.621
C11 -6.262 5.299 -5.356
C12 -1.713 2.243 0.869
C13 -5.487 7.199 -2.841
C14 -2.123 -6.559 3.067
C15 -0.030 -2.064 3.003
C16 11.427 -0.726 0.406
C17 -4.914 1.391 -0.334
C18 4.232 2.074 -1.800
C19 -5.810 -0.278 1.190
C20 9.050 -0.696 -0.552
C21 -1.605 -1.014 1.561
C22 9.703 1.494 -1.247
C23 -3.757 2.364 -0.611
C24 0.629 -1.336 0.814
C25 -5.118 -2.239 -0.337
C26 0.928 -1.934 2.021
C27 -1.315 -1.609 2.778
C28 -7.307 5.672 -3.048
C29 -6.924 4.657 -4.137
C30 0.024 -7.532 2.061
C31 -2.332 1.786 -0.456
H1 2.290 2.591 -1.055
H2 -0.286 0.614 -0.919
H3 -2.653 -7.383 2.584
H4 -1.622 3.331 0.829
H5 3.721 0.937 2.216
H6 -6.565 3.098 -2.882
H7 -2.765 -5.680 3.027
H8 -2.362 2.000 1.711
H9 -0.613 -8.369 4.763
H10 -1.985 -6.810 4.119
H11 -6.205 -2.355 1.430
H12 -4.684 6.823 -3.482
H13 9.462 -1.038 -1.510
H14 0.586 -9.634 4.489
H15 -6.809 6.189 -5.682
H16 10.451 1.845 -0.532
H17 -3.858 2.825 -1.593
H18 -4.528 -1.970 1.724
H19 -1.718 2.239 -1.254
H20 1.927 -2.294 2.239
H21 -5.287 4.041 -3.143
H22 -7.864 6.522 -3.472
H23 -2.100 -1.678 3.519
H24 3.586 3.386 -0.170
H25 -4.713 1.368 1.693
H26 4.515 2.388 1.572
H27 9.906 -2.179 0.712
H28 0.316 -5.780 3.979
H29 -5.027 7.760 -2.025
H30 6.322 2.136 -2.336
H31 1.407 -1.229 0.065
H32 -1.035 -5.805 1.406
H33 -7.854 4.193 -4.480
H34 -6.705 -0.134 0.577
H35 0.813 -7.256 1.356
H36 -6.247 4.593 -6.187
H37 4.991 0.758 1.004
H38 -7.975 5.171 -2.343
H39 10.195 0.969 -2.071
H40 8.566 -0.835 2.086
H41 5.934 3.078 -0.897
H42 -2.613 -0.653 1.395
H43 9.399 0.491 1.746
H44 11.763 -1.017 -0.591
H45 -5.229 5.585 -5.158
H46 2.988 0.717 -2.677
H47 3.948 0.090 -1.557
H48 12.052 -1.245 1.133
H49 0.785 -5.020 2.647
H50 0.186 -2.512 3.964
H51 -6.129 7.878 -3.413
H52 -3.862 3.157 0.134
H53 -4.911 0.665 -1.149
H54 8.092 -1.207 -0.420
H55 4.052 2.803 -2.596
H56 -0.808 -9.509 3.399
H57 -0.952 -0.877 -1.556
H58 6.031 1.315 -0.816
H59 -0.710 1.851 1.049
H60 -0.590 -8.297 1.567
H61 9.189 2.368 -1.648
H62 -6.132 -0.154 2.229
H63 11.608 0.341 0.532

Computed properties:
charge	-1
LUMO	0.068	hartree
HOMO	-0.15820	Ha

Molecular formula: C23H24N8PbS2
Method: DFT, the ωB97M-V functional and the def2-TZVPD basis

Cartesian coordinates (Å):
Pb1 0.451 -0.086 0.411
S1 -2.162 -0.327 0.275
S2 1.762 0.540 -1.805
N1 -4.426 -2.110 -0.009
N2 -3.356 -2.739 0.357
N3 2.021 2.769 -0.172
N4 0.150 0.619 2.716
N5 1.324 2.105 0.778
N6 2.911 2.875 -2.230
N7 -1.223 -2.901 0.904
N8 -0.123 -2.423 1.269
C1 -7.923 -2.550 -0.873
C2 -5.621 -2.750 -0.240
C3 -0.483 -0.114 3.631
C4 0.915 -3.349 1.505
C5 3.122 -3.674 2.389
C6 2.060 -2.834 2.114
C7 -6.963 -4.718 -0.345
C8 -0.584 1.729 5.125
C9 4.903 2.162 -3.507
C10 0.441 1.906 2.968
C11 0.072 2.492 4.171
C12 1.721 4.023 2.245
C13 1.894 -5.528 1.436
C14 -0.859 0.398 4.859
C15 2.234 2.169 -1.325
C16 -8.051 -3.931 -0.733
C17 1.178 2.672 1.926
C18 3.411 2.442 -3.533
C19 -5.739 -4.142 -0.096
C20 -2.243 -2.028 0.536
C21 -6.709 -1.949 -0.628
C22 0.824 -4.700 1.159
C23 3.037 -5.018 2.049
H1 2.106 -1.785 2.389
H2 -8.772 -1.953 -1.173
H3 -9.005 -4.401 -0.929
H4 5.466 3.052 -3.226
H5 2.540 4.258 1.572
H6 5.240 1.854 -4.496
H7 -0.873 2.173 6.068
H8 -6.589 -0.878 -0.733
H9 -4.884 -4.730 0.202
H10 -7.083 -5.788 -0.243
H11 -1.355 -0.235 5.581
H12 3.869 -5.677 2.259
H13 0.945 4.780 2.103
H14 -0.069 -5.079 0.684
H15 3.214 3.779 -1.890
H16 2.854 1.557 -3.837
H17 3.167 3.226 -4.249
H18 2.069 4.079 3.274
H19 4.012 -3.290 2.867
H20 -4.392 -1.097 -0.155
H21 5.140 1.366 -2.800
H22 -0.684 -1.145 3.369
H23 1.845 -6.575 1.173
H24 0.289 3.532 4.360

Computed properties:
charge	+2
LUMO (spin up / spin down)	-0.294 / -0.310	hartree
energy relative to the best compared isomer or geometry (same formula, charge and spin)	26.02	kcal per mole
HOMO (spin up / spin down)	-0.49318 / -0.49096	Ha

Molecular formula: C19H48ClFN3O7S
Method: DFT, the ωB97M-V functional and the def2-TZVPD basis

Cartesian coordinates (Å):
Cl1 1.897 0.243 3.247
S1 1.849 -1.693 -1.077
F1 1.746 -0.349 -1.881
O1 -3.731 2.936 -1.436
O2 2.122 1.102 7.769
O3 5.209 -0.123 -3.876
O4 1.648 -2.759 -1.995
O5 3.030 -1.686 -0.288
O6 -1.330 -2.914 4.595
O7 -2.294 1.804 -6.452
N1 -0.171 0.682 1.576
N2 -0.802 1.708 -0.437
N3 -0.597 -0.593 -0.366
C1 -3.538 -3.787 5.066
C2 -0.003 2.569 -6.591
C3 -3.882 2.074 -2.575
C4 -0.526 0.621 0.258
C5 1.358 -1.164 8.119
C6 -5.288 1.500 -2.607
C7 -3.554 2.821 -3.857
C8 5.046 1.838 -2.471
C9 0.384 -1.629 0.013
C10 1.007 0.315 8.185
C11 -0.931 1.377 -6.413
C12 1.127 -0.059 1.718
C13 6.832 0.111 -2.098
C14 -2.537 -3.390 3.993
C15 -0.681 0.314 -7.471
C16 0.757 -1.509 1.482
C17 5.971 0.825 -3.129
C18 -0.210 0.636 7.331
C19 -2.234 -4.554 3.060
H1 -0.959 -3.634 5.116
H2 1.534 -2.192 1.791
H3 0.347 -0.049 -7.435
H4 -0.869 0.719 -8.468
H5 -0.677 1.709 -1.436
H6 -5.508 0.965 -1.682
H7 -0.171 3.040 -7.562
H8 -2.542 3.228 -3.822
H9 -2.455 2.190 -7.320
H10 1.044 2.269 -6.532
H11 -4.358 3.660 -1.530
H12 -4.238 3.664 -3.987
H13 -1.150 2.566 -0.035
H14 -1.793 -5.385 3.615
H15 5.608 2.592 -1.919
H16 7.487 -0.611 -2.584
H17 -0.171 -1.671 2.027
H18 -3.137 -4.912 2.565
H19 0.530 -1.785 8.463
H20 -0.013 0.402 6.279
H21 4.368 1.333 -1.774
H22 6.203 -0.440 -1.392
H23 -4.477 -4.123 4.628
H24 4.638 -0.590 -3.259
H25 1.782 0.325 0.937
H26 -0.068 -2.605 -0.134
H27 -6.022 2.303 -2.703
H28 -3.135 -4.595 5.682
H29 -5.416 0.815 -3.445
H30 -0.194 3.323 -5.826
H31 0.810 0.597 9.219
H32 -1.514 -4.257 2.294
H33 -1.353 -0.533 -7.331
H34 2.231 -1.376 8.735
H35 7.447 0.815 -1.537
H36 -1.083 0.066 7.652
H37 -0.784 0.943 -5.420
H38 2.320 0.869 6.857
H39 -0.073 1.654 1.849
H40 -0.591 -0.414 -1.365
H41 -3.743 -2.944 5.726
H42 6.610 1.331 -3.852
H43 4.434 2.341 -3.221
H44 -2.934 -2.552 3.417
H45 -3.161 1.262 -2.433
H46 1.603 -1.451 7.091
H47 -3.633 2.175 -4.722
H48 -0.448 1.698 7.389

Computed properties:
charge	+1
LUMO	-0.140	hartree
HOMO	-0.43855	Ha

Which of these has the highest charge?
C23H24N8PbS2

What is the formula in the first record?
C44H36F9KN5O3PS6Sb

What did the fourth record say?
Molecular formula: C19H48ClFN3O7S
Method: DFT, the ωB97M-V functional and the def2-TZVPD basis

Cartesian coordinates (Å):
Cl1 1.897 0.243 3.247
S1 1.849 -1.693 -1.077
F1 1.746 -0.349 -1.881
O1 -3.731 2.936 -1.436
O2 2.122 1.102 7.769
O3 5.209 -0.123 -3.876
O4 1.648 -2.759 -1.995
O5 3.030 -1.686 -0.288
O6 -1.330 -2.914 4.595
O7 -2.294 1.804 -6.452
N1 -0.171 0.682 1.576
N2 -0.802 1.708 -0.437
N3 -0.597 -0.593 -0.366
C1 -3.538 -3.787 5.066
C2 -0.003 2.569 -6.591
C3 -3.882 2.074 -2.575
C4 -0.526 0.621 0.258
C5 1.358 -1.164 8.119
C6 -5.288 1.500 -2.607
C7 -3.554 2.821 -3.857
C8 5.046 1.838 -2.471
C9 0.384 -1.629 0.013
C10 1.007 0.315 8.185
C11 -0.931 1.377 -6.413
C12 1.127 -0.059 1.718
C13 6.832 0.111 -2.098
C14 -2.537 -3.390 3.993
C15 -0.681 0.314 -7.471
C16 0.757 -1.509 1.482
C17 5.971 0.825 -3.129
C18 -0.210 0.636 7.331
C19 -2.234 -4.554 3.060
H1 -0.959 -3.634 5.116
H2 1.534 -2.192 1.791
H3 0.347 -0.049 -7.435
H4 -0.869 0.719 -8.468
H5 -0.677 1.709 -1.436
H6 -5.508 0.965 -1.682
H7 -0.171 3.040 -7.562
H8 -2.542 3.228 -3.822
H9 -2.455 2.190 -7.320
H10 1.044 2.269 -6.532
H11 -4.358 3.660 -1.530
H12 -4.238 3.664 -3.987
H13 -1.150 2.566 -0.035
H14 -1.793 -5.385 3.615
H15 5.608 2.592 -1.919
H16 7.487 -0.611 -2.584
H17 -0.171 -1.671 2.027
H18 -3.137 -4.912 2.565
H19 0.530 -1.785 8.463
H20 -0.013 0.402 6.279
H21 4.368 1.333 -1.774
H22 6.203 -0.440 -1.392
H23 -4.477 -4.123 4.628
H24 4.638 -0.590 -3.259
H25 1.782 0.325 0.937
H26 -0.068 -2.605 -0.134
H27 -6.022 2.303 -2.703
H28 -3.135 -4.595 5.682
H29 -5.416 0.815 -3.445
H30 -0.194 3.323 -5.826
H31 0.810 0.597 9.219
H32 -1.514 -4.257 2.294
H33 -1.353 -0.533 -7.331
H34 2.231 -1.376 8.735
H35 7.447 0.815 -1.537
H36 -1.083 0.066 7.652
H37 -0.784 0.943 -5.420
H38 2.320 0.869 6.857
H39 -0.073 1.654 1.849
H40 -0.591 -0.414 -1.365
H41 -3.743 -2.944 5.726
H42 6.610 1.331 -3.852
H43 4.434 2.341 -3.221
H44 -2.934 -2.552 3.417
H45 -3.161 1.262 -2.433
H46 1.603 -1.451 7.091
H47 -3.633 2.175 -4.722
H48 -0.448 1.698 7.389

Computed properties:
charge	+1
LUMO	-0.140	hartree
HOMO	-0.43855	Ha

What is the formula in the first record?
C44H36F9KN5O3PS6Sb